{"formula": "C10H12NO4PPd", "method": "ωB97M-V/def2-TZVPD", "gap_ev": [5.592, 5.589], "charge": 2, "multiplicity": 1, "species": ["H", "H", "C", "C", "C", "H", "C", "N", "H", "C", "H", "C", "O", "P", "H", "H", "H", "H", "H", "O", "C", "O", "H", "C", "C", "C", "H", "O", "Pd"], "xyz": [[-1.73030, -2.79975, -1.13151], [3.71984, -0.82736, 3.19518], [1.40102, 1.68378, 3.30293], [-1.04582, 0.24656, -3.43849], [0.92108, 1.52324, 2.01353], [-0.05748, -0.07663, -3.76414], [2.43854, -1.64860, 0.24922], [1.48820, 0.59922, 1.15229], [-3.82660, -0.19408, -2.14880], [-1.50963, -2.31597, -2.08286], [-0.54959, -2.66759, -2.46100], [2.26479, -0.18684, 1.73426], [-0.83709, 1.65648, 0.33995], [-1.48428, -0.53047, -1.87868], [-1.06261, 1.33103, -3.33159], [-3.08089, 1.11782, -1.20564], [2.69706, 0.84964, 4.82229], [-2.28783, -2.58381, -2.80134], [1.03950, 2.52285, 3.88568], [-0.33067, 3.40046, 1.72297], [2.33463, 0.78072, 3.80299], [3.51677, -1.88234, 0.60579], [-1.77795, -0.04417, -4.19616], [-0.24435, 2.28921, 1.29601], [2.90546, -0.16606, 2.93091], [-3.10248, 0.04008, -1.36485], [-3.40193, -0.46056, -0.44464], [1.49944, -1.67064, -0.46416], [0.10318, 0.01380, -0.34016]], "nbo_charge": [0.275, 0.321, -0.166, -0.975, 0.192, 0.273, 0.982, -0.505, 0.283, -0.980, 0.271, 0.524, -0.680, 1.275, 0.284, 0.291, 0.296, 0.291, 0.317, -0.446, -0.057, -0.321, 0.285, 0.758, -0.263, -0.974, 0.277, -0.514, 0.686]}

---

{"formula": "C10H12NO4PdS4SbSeSi", "method": "ωB97M-V/def2-TZVPD", "gap_ev": 5.578, "charge": -2, "multiplicity": 1, "species": ["Si", "H", "Pd", "C", "H", "H", "O", "H", "H", "O", "C", "S", "C", "S", "H", "S", "Se", "S", "H", "O", "C", "C", "O", "C", "C", "C", "C", "Sb", "H", "H", "H", "N", "H", "C", "H"], "xyz": [[0.08329, -2.96156, 0.35883], [1.09285, -2.76396, 2.65001], [-0.95178, 0.53233, -1.18495], [1.29985, -3.34182, 1.74614], [0.00255, -3.44938, -2.04859], [-2.05256, -3.07190, 1.60767], [2.69241, 5.67956, 1.95664], [1.70621, 2.26827, -1.33254], [1.66038, -3.27235, -1.52221], [-3.00022, 2.65248, 1.61569], [1.70410, 3.67790, 0.31002], [-1.98758, -0.01665, -5.72816], [-1.59745, -3.65259, 0.80464], [0.08793, -3.13535, -4.70062], [1.23581, -4.40216, 2.00434], [-2.14003, -1.17584, -2.05203], [0.07891, -0.67932, 0.59182], [0.58705, 0.25756, -2.81607], [-2.25900, -3.60700, -0.06221], [-2.45008, 1.09822, 0.11236], [1.16127, 2.70397, -0.50410], [-0.81833, 2.73309, 0.69146], [0.82337, 5.63404, 3.23081], [0.95760, 4.19353, 1.36218], [1.56410, 5.27478, 2.29940], [-0.33224, 3.70693, 1.54296], [0.68625, -3.66563, -1.23394], [-0.86942, -1.16746, -4.14320], [2.32026, -3.12143, 1.42936], [-0.94858, 4.08244, 2.34653], [0.76295, -4.75372, -1.14072], [-0.07786, 2.24862, -0.31699], [2.70637, 4.05213, 0.15500], [-2.20983, 2.13883, 0.84582], [-1.51856, -4.69652, 1.12467]], "nbo_charge": [1.480, 0.236, 0.822, -1.123, 0.287, 0.243, -0.759, 0.214, 0.252, -0.637, -0.228, -0.819, -1.140, -0.845, 0.227, -0.524, -0.171, -0.560, 0.256, -0.731, 0.038, 0.083, -0.745, -0.052, 0.733, -0.195, -1.158, 1.361, 0.238, 0.266, 0.228, -0.487, 0.246, 0.744, 0.219]}

---

{"formula": "C10H12O2S2", "method": "ωB97M-V/def2-TZVPD", "gap_ev": [7.405, 7.374], "multiplicity": 1, "species": ["H", "O", "C", "H", "C", "H", "H", "H", "C", "O", "H", "H", "H", "H", "C", "H", "H", "C", "C", "C", "C", "S", "S", "C", "C", "H"], "xyz": [[-3.41436, -1.68557, -0.12930], [-3.37624, 1.07392, -0.34208], [2.11095, 0.09838, 0.76649], [3.10038, -1.63499, 0.29824], [-1.48309, -0.06674, 1.25650], [-0.79381, 1.91081, 1.99251], [1.16567, 2.49226, -1.55989], [-2.64119, -1.59608, -1.94513], [2.53135, -0.83857, -0.11814], [-1.10663, 0.77560, -1.16484], [-0.69830, -2.70742, -0.85607], [2.55140, -1.41111, -2.09436], [1.40145, 2.14891, 1.21079], [2.46964, -0.18811, 1.80439], [1.70990, 1.37304, 0.35907], [1.74279, 0.66754, -3.04638], [-0.73151, 0.56715, 3.15105], [-1.28176, 0.93158, 2.30490], [1.79651, 0.58673, -1.88551], [2.32000, -0.63702, -1.46115], [-1.32768, -2.08794, -0.21428], [-2.18083, 0.30766, -0.32460], [-0.56782, -1.41945, 1.15460], [-2.51073, -1.39932, -0.75568], [1.48937, 1.60749, -1.03481], [-2.27545, 1.13124, 2.63368]], "nbo_charge": [0.266, -0.923, -0.253, 0.209, -0.677, 0.229, 0.231, 0.285, -0.229, -0.946, 0.237, 0.205, 0.217, 0.215, -0.211, 0.213, 0.229, -0.647, -0.193, -0.215, -0.502, 2.203, 0.754, -0.739, -0.188, 0.232]}

---

{"formula": "C10H12OSi", "method": "ωB97M-V/def2-TZVPD", "gap_ev": [7.653, 7.570], "multiplicity": 1, "species": ["H", "H", "H", "H", "H", "H", "H", "O", "H", "C", "H", "C", "Si", "C", "C", "C", "C", "C", "H", "C", "H", "C", "C", "H"], "xyz": [[-5.27128, 0.00264, 0.81655], [4.33810, -3.47903, -0.96800], [-2.53541, -0.13623, 1.22707], [-1.70242, -0.66917, 2.78958], [2.97078, -4.30455, -0.28694], [5.23983, 2.13364, -0.57365], [4.22437, 2.83103, 0.68527], [2.68817, -2.33141, -0.37373], [-1.53599, 0.97560, 2.03415], [-4.14001, 0.45319, -0.83151], [-2.11996, 0.21895, -1.94726], [-0.50244, -0.44695, 1.05061], [1.81316, -1.11606, -0.73712], [-3.03940, 0.42348, -1.37198], [3.46359, -3.39951, -0.36147], [2.88563, 0.38706, -0.67193], [-5.38604, 0.58761, -0.15296], [4.27751, 2.53384, -0.36200], [-5.79488, 1.51934, 0.18102], [-1.66357, -0.13706, 1.83785], [-6.14725, -0.00319, -0.70367], [3.52669, 1.38021, -0.59516], [0.35855, -0.82715, 0.30736], [4.05228, 3.40371, -0.99208]], "nbo_charge": [0.234, 0.140, 0.256, 0.243, 0.131, 0.244, 0.239, -0.846, 0.239, -0.007, 0.259, 0.105, 1.483, -0.268, -0.009, -0.536, -0.705, -0.701, 0.246, -0.710, 0.243, 0.062, -0.580, 0.239]}

---

{"formula": "C10H12Si", "method": "ωB97M-V/def2-TZVPD", "gap_ev": 9.130, "multiplicity": 1, "species": ["C", "H", "C", "H", "H", "H", "C", "H", "C", "C", "H", "H", "C", "C", "H", "C", "Si", "H", "C", "C", "H", "H", "H"], "xyz": [[1.83740, 2.38974, -2.62398], [-0.93856, -2.73708, -1.39274], [-0.30852, -0.87989, 1.24389], [-0.60170, -0.54321, -0.85266], [-1.27615, 3.41659, -0.24920], [-0.83551, -4.64155, 0.53618], [-0.31800, -1.80020, 2.27464], [-0.68120, 3.72892, -1.81426], [-0.81498, -2.58673, -0.30469], [1.16641, 1.70402, -1.69412], [-0.20723, -1.55435, 3.22245], [1.36638, 1.11921, 2.07307], [-0.58316, -1.25720, -0.02320], [0.40144, 2.25954, -0.68027], [2.43981, 1.89163, -3.31481], [-0.82229, -3.53558, 0.75609], [-0.01365, 1.09185, 1.52145], [1.40133, 0.65066, -1.67497], [-0.53968, -3.15193, 2.02800], [-0.55839, 3.13769, -0.90334], [1.68034, 3.41793, -2.91321], [-0.59146, -3.89319, 2.78344], [-1.20263, 1.77312, 2.00225]], "nbo_charge": [-0.372, 0.220, -0.373, 0.218, 0.182, 0.215, -0.206, 0.181, -0.205, -0.283, 0.196, -0.149, -0.231, -0.189, 0.187, -0.205, 0.986, 0.209, -0.211, -0.415, 0.188, 0.214, -0.156]}

---

{"formula": "C10H13ClO3Pb", "method": "ωB97M-V/def2-TZVPD", "gap_ev": [5.951, 5.773], "charge": 2, "multiplicity": 1, "species": ["O", "H", "H", "C", "H", "C", "C", "O", "O", "C", "Pb", "C", "H", "C", "H", "C", "H", "Cl", "C", "C", "H", "C", "H", "H", "H", "H", "H", "H"], "xyz": [[-2.68056, -1.54983, -1.62609], [2.39744, 1.31276, 0.02797], [-0.59437, 3.76794, -2.02441], [1.25046, -3.34690, -0.23865], [-2.26995, 1.59973, -0.59790], [1.96545, -0.81698, -0.55625], [1.64008, -1.56263, 1.66359], [-2.46593, 1.17631, 2.60723], [-0.09045, 1.86810, -0.55121], [-1.41032, 1.97790, -1.20172], [-0.40211, -0.62432, 0.70247], [1.95461, -0.16307, 1.68810], [0.72830, -3.32699, -1.22349], [2.14916, 0.28787, 0.33767], [1.98048, -0.83475, -1.66236], [-1.50431, 3.48001, -1.47071], [0.58416, -3.88868, 0.47544], [-1.46376, -2.47170, 1.98848], [-1.63186, 0.69749, 1.95321], [1.64655, -2.00757, 0.24846], [1.99704, 0.45357, 2.61233], [-1.82254, -1.23130, -0.92155], [1.31735, -2.24023, 2.50154], [-1.35647, 1.36917, -2.10609], [-1.53795, 4.01407, -0.50305], [-2.42218, 3.68783, -2.06475], [2.17770, -3.94436, -0.36774], [-0.13601, 2.31654, 0.30947]], "nbo_charge": [-0.267, 0.284, 0.248, -0.724, 0.159, -0.353, -0.278, -0.245, -0.698, -0.091, 1.224, -0.284, 0.262, -0.122, 0.288, -0.631, 0.278, -0.376, 0.545, 0.143, 0.291, 0.547, 0.311, 0.206, 0.219, 0.256, 0.326, 0.481]}

---

Here are the calculated DFT total energy numbers, same order: -1212.479376, -5396.045410, -1334.938191, -752.688125, -677.570169, -1266.736416 (a.u.).